A 12-piece molecular cluster, C52H136N16O20 overall at a distorted geometry, computed with ωB97M-V with the def2-TZVPD basis set.

```
224
Properties=species:S:1:pos:R:3
C -4.60 -8.69 -1.32
O -3.23 -8.61 -1.00
C -2.47 -7.71 -1.82
C -2.62 -6.28 -1.48
N -1.69 -5.58 -2.40
C -1.66 -4.13 -2.40
C -2.79 -3.38 -3.10
O -2.55 -2.04 -2.81
C -3.43 -1.20 -3.53
H -5.20 -7.84 -1.09
H -4.98 -9.51 -0.67
H -4.64 -8.96 -2.33
H -2.72 -7.77 -2.90
H -1.43 -7.91 -1.63
H -2.28 -6.15 -0.42
H -3.71 -5.87 -1.62
H -1.80 -5.87 -3.36
H -0.73 -3.84 -2.82
H -1.68 -3.81 -1.33
H -3.73 -3.77 -2.78
H -2.77 -3.58 -4.20
H -3.34 -0.21 -3.16
H -4.45 -1.44 -3.26
H -3.37 -1.40 -4.56
C -1.97 -3.90 3.52
O -3.25 -3.22 3.33
C -3.58 -3.06 2.02
C -3.70 -4.40 1.39
N -4.82 -5.15 1.92
C -5.17 -6.28 1.05
C -6.49 -6.93 1.49
O -6.25 -7.61 2.77
C -7.39 -8.08 3.43
H -1.24 -3.37 2.85
H -2.09 -4.98 3.39
H -1.65 -3.65 4.55
H -2.80 -2.54 1.49
H -4.51 -2.48 1.97
H -2.69 -4.91 1.46
H -3.90 -4.18 0.32
H -4.64 -5.49 2.82
H -4.38 -7.01 0.85
H -5.40 -5.86 0.07
H -6.83 -7.74 0.83
H -7.32 -6.25 1.65
H -8.08 -7.29 3.71
H -7.02 -8.53 4.37
H -7.87 -8.78 2.73
C -1.12 7.14 -5.27
O -0.56 5.89 -5.68
C 0.76 5.73 -6.00
C 0.76 4.36 -6.64
N 0.44 3.23 -5.73
C 0.74 1.93 -6.23
C 0.88 0.99 -5.05
O 1.14 -0.28 -5.69
C 1.11 -1.31 -4.75
H -0.96 7.27 -4.21
H -2.22 7.08 -5.49
H -0.75 7.96 -5.85
H 1.34 5.85 -5.08
H 1.02 6.53 -6.72
H 1.80 4.14 -6.96
H 0.13 4.35 -7.58
H -0.46 3.33 -5.29
H 1.67 2.02 -6.83
H -0.05 1.51 -6.95
H -0.04 0.90 -4.44
H 1.77 1.23 -4.44
H 0.08 -1.51 -4.49
H 1.76 -1.20 -3.81
H 1.50 -2.17 -5.31
C -3.93 1.97 2.18
O -3.15 2.39 1.02
C -3.33 1.47 -0.09
C -2.60 2.10 -1.24
N -3.25 3.25 -1.84
C -2.54 3.86 -2.96
C -2.96 3.33 -4.33
O -2.27 2.12 -4.54
C -2.84 1.40 -5.60
H -5.05 2.14 1.85
H -3.81 2.67 3.00
H -3.69 0.91 2.45
H -4.42 1.30 -0.29
H -2.91 0.47 0.15
H -2.40 1.37 -2.04
H -1.64 2.29 -0.79
H -3.29 3.95 -1.12
H -1.47 3.68 -2.88
H -2.72 4.88 -2.94
H -2.73 3.94 -5.23
H -4.04 3.18 -4.34
H -2.89 2.08 -6.44
H -3.88 1.03 -5.31
H -2.21 0.55 -5.76
C 1.69 -1.54 4.10
O 2.66 -0.53 3.81
C 3.31 -0.26 5.00
C 2.33 0.50 5.97
N 3.06 0.55 7.27
C 4.14 1.46 7.34
C 4.33 1.86 8.72
O 5.38 2.79 8.85
C 5.66 3.19 10.12
H 2.09 -2.38 4.61
H 1.48 -1.93 3.08
H 0.80 -1.08 4.47
H 4.12 0.44 4.75
H 3.65 -1.15 5.53
H 1.45 -0.03 6.07
H 2.17 1.54 5.66
H 2.35 0.90 7.89
H 3.89 2.39 6.81
H 5.04 1.05 6.86
H 4.52 0.99 9.42
H 3.39 2.21 9.14
H 6.64 3.66 10.06
H 5.81 2.34 10.84
H 4.80 3.74 10.56
C -1.11 5.17 3.12
O -1.78 4.65 1.98
C -1.04 5.01 0.79
C -1.64 6.27 0.23
N -2.96 6.02 -0.31
C -3.58 7.15 -1.00
C -5.10 6.93 -1.13
O -5.67 7.82 -2.08
C -6.39 8.96 -1.60
H -1.17 6.26 3.10
H 0.01 4.93 3.23
H -1.67 4.77 3.94
H -1.02 4.19 0.09
H 0.02 5.23 0.94
H -1.08 6.61 -0.65
H -1.55 7.00 1.06
H -3.52 5.91 0.52
H -3.19 7.38 -1.97
H -3.42 8.03 -0.44
H -5.54 6.95 -0.17
H -5.25 5.88 -1.50
H -5.76 9.57 -0.94
H -7.22 8.70 -1.00
H -6.59 9.59 -2.47
C 3.57 -6.70 -3.28
O 3.47 -5.70 -2.30
C 2.31 -5.87 -1.46
C 2.11 -4.52 -0.69
N 3.26 -4.36 0.20
C 3.10 -3.05 0.84
C 4.24 -2.81 1.79
O 5.50 -2.76 1.09
C 6.49 -3.59 1.67
H 2.66 -6.80 -3.81
H 3.86 -7.63 -2.86
H 4.29 -6.39 -3.99
H 2.48 -6.73 -0.76
H 1.42 -6.00 -2.06
H 1.26 -4.73 -0.06
H 1.83 -3.69 -1.39
H 4.11 -4.32 -0.42
H 2.24 -3.11 1.51
H 3.03 -2.20 0.15
H 4.32 -3.66 2.51
H 4.10 -1.88 2.29
H 6.15 -4.67 1.66
H 6.83 -3.25 2.67
H 7.31 -3.41 0.95
C 6.09 0.78 2.93
O 6.40 1.08 1.61
C 5.46 1.97 1.08
C 5.47 1.96 -0.37
N 4.90 0.66 -0.78
C 5.22 0.32 -2.15
C 4.28 -0.73 -2.67
O 4.48 -1.12 -4.04
C 5.34 -2.19 -4.22
H 6.98 0.27 3.32
H 5.32 -0.07 3.05
H 5.68 1.68 3.48
H 5.66 3.00 1.49
H 4.41 1.74 1.32
H 6.48 2.23 -0.78
H 4.77 2.68 -0.74
H 4.99 -0.11 -0.17
H 6.23 -0.10 -2.29
H 5.14 1.21 -2.75
H 3.31 -0.30 -2.64
H 4.13 -1.58 -2.00
H 6.43 -2.09 -4.06
H 5.16 -2.39 -5.25
H 5.02 -3.17 -3.80
N 0.97 2.48 -2.21
C 1.43 3.37 -1.31
N 1.37 4.66 -1.68
O 1.89 3.11 -0.21
H 0.93 2.87 -3.14
H 0.91 1.45 -2.06
H 0.95 4.96 -2.52
H 1.80 5.34 -1.02
N 2.13 2.21 2.69
C 2.92 3.19 3.16
N 2.86 4.42 2.50
O 3.65 3.11 4.16
H 2.00 2.27 1.72
H 2.49 1.30 3.01
H 3.56 5.04 2.80
H 2.66 4.35 1.50
N -0.76 0.92 3.72
C -1.36 -0.26 3.73
N -2.13 -0.63 4.77
O -1.19 -1.08 2.85
H -0.22 1.27 2.96
H -1.03 1.58 4.40
H -2.67 0.08 5.28
H -2.67 -1.49 4.62
N -0.79 -1.37 -0.34
C 0.36 -0.65 -0.49
N 1.20 -0.43 0.58
O 0.73 -0.22 -1.61
H -1.36 -1.47 0.51
H -1.19 -1.50 -1.24
H 1.95 0.23 0.55
H 0.89 -0.74 1.49
```

Values from the calculation:
HOMO-LUMO gap: 8.49 eV
DFT total energy: -120911.9616 eV
SMILES: COCCNCCOC.COCCNCCOC.COCCNCCOC.COCCNCCOC.COCCNCCOC.COCCNCCOC.COCCNCCOC.COCCNCCOC.NC(N)=O.NC(N)=O.NC(N)=O.NC(N)=O
largest force on an atom: 0.0869 Eh/bohr
ΔE to the lowest compared entry with this formula, charge and spin: 0.0 kcal per mole

***

A 13-piece molecular cluster, C52H139N9O17 overall at a distorted geometry, computed with ωB97M-V with the def2-TZVPD basis set.

```
217
Properties=species:S:1:pos:R:3
C 19.14 17.58 25.59
C 17.95 17.75 24.66
C 18.35 17.73 23.14
O 19.07 18.91 22.88
C 19.54 18.92 21.53
N 17.00 16.72 24.97
H 19.65 16.63 25.43
H 18.91 17.69 26.65
H 19.86 18.38 25.43
H 17.44 18.68 24.91
H 17.42 17.65 22.57
H 18.94 16.83 22.97
H 20.25 18.12 21.35
H 19.93 19.89 21.23
H 18.70 18.78 20.85
H 17.36 15.85 24.61
H 16.90 16.55 25.96
C 14.94 13.68 25.25
C 13.98 14.59 24.42
C 12.75 15.10 25.27
O 12.08 13.88 25.52
C 10.80 14.10 26.15
N 14.68 15.60 23.69
H 14.32 13.06 25.88
H 15.65 14.17 25.92
H 15.54 13.16 24.50
H 13.53 13.99 23.63
H 12.17 15.80 24.66
H 13.01 15.54 26.23
H 10.91 14.64 27.09
H 10.37 13.11 26.31
H 10.12 14.69 25.52
H 15.27 15.16 22.99
H 15.40 16.10 24.19
C 17.41 14.34 20.88
C 17.37 13.47 22.16
C 18.07 12.10 22.16
O 17.44 11.18 21.27
C 17.73 9.79 21.34
N 17.90 14.32 23.26
H 18.40 14.67 20.57
H 16.74 15.17 21.07
H 16.90 13.86 20.03
H 16.30 13.33 22.30
H 18.09 11.67 23.16
H 19.11 12.16 21.84
H 17.26 9.19 20.56
H 17.29 9.32 22.22
H 18.82 9.70 21.42
H 18.25 13.70 23.98
H 18.79 14.73 23.02
C 18.43 15.48 17.64
C 19.02 16.78 18.18
C 20.47 17.05 17.86
O 21.28 16.12 18.55
C 21.67 14.96 17.82
N 18.19 17.84 17.60
H 17.49 15.32 18.16
H 18.95 14.55 17.85
H 18.25 15.56 16.57
H 18.87 16.83 19.26
H 20.81 18.04 18.16
H 20.68 16.94 16.80
H 22.66 15.00 17.37
H 20.96 14.54 17.12
H 21.84 14.10 18.46
H 17.31 17.72 18.09
H 18.55 18.73 17.92
C 17.73 19.77 31.19
C 16.69 18.89 30.51
C 17.28 17.91 29.45
O 16.35 16.99 28.83
C 15.31 17.65 28.09
N 15.99 18.23 31.57
H 18.16 20.50 30.50
H 18.55 19.17 31.59
H 17.26 20.38 31.96
H 16.07 19.66 30.05
H 18.00 17.31 30.00
H 17.93 18.43 28.74
H 14.63 18.26 28.67
H 14.62 16.96 27.61
H 15.62 18.31 27.27
H 15.08 17.85 31.32
H 15.78 18.98 32.21
C 21.93 21.93 19.35
C 21.03 23.16 19.74
O 19.97 23.19 18.77
H 22.88 21.90 19.88
H 22.16 21.91 18.28
H 21.42 21.00 19.60
H 21.59 24.09 19.76
H 20.59 22.99 20.72
H 19.99 24.09 18.42
C 18.49 21.22 27.31
C 18.21 21.37 25.79
O 19.36 20.83 25.14
H 17.61 21.51 27.89
H 19.31 21.85 27.67
H 18.73 20.19 27.57
H 18.02 22.40 25.46
H 17.32 20.83 25.45
H 19.08 20.52 24.28
C 16.79 21.27 17.41
C 17.55 21.08 18.74
O 18.76 20.57 18.58
H 15.79 21.68 17.57
H 16.76 20.32 16.86
H 17.29 22.04 16.82
H 16.93 20.46 19.39
H 17.69 22.00 19.30
H 19.37 21.31 18.70
C 16.84 22.20 22.06
C 17.36 23.61 22.52
O 16.19 24.28 22.96
H 16.14 22.27 21.23
H 16.26 21.73 22.86
H 17.73 21.62 21.83
H 17.81 24.04 21.63
H 18.08 23.48 23.33
H 16.44 25.15 23.29
C 29.68 15.30 20.95
O 28.89 16.33 21.57
C 28.11 17.12 20.66
C 27.36 18.23 21.42
N 26.25 17.79 22.19
C 25.80 18.75 23.20
C 24.75 18.21 24.13
O 23.47 18.30 23.45
C 22.40 17.55 24.03
H 30.27 14.81 21.72
H 30.37 15.78 20.25
H 29.14 14.54 20.38
H 27.34 16.51 20.18
H 28.73 17.58 19.90
H 27.09 19.03 20.73
H 28.08 18.65 22.13
H 25.45 17.56 21.62
H 25.51 19.68 22.72
H 26.64 19.02 23.85
H 24.73 18.84 25.02
H 25.04 17.21 24.45
H 21.54 17.50 23.35
H 22.08 17.95 24.99
H 22.71 16.52 24.15
C 22.44 20.51 26.62
O 22.74 20.14 27.99
C 21.67 19.81 28.89
C 22.26 19.05 30.15
N 23.17 19.92 30.93
C 24.04 19.27 31.89
C 24.84 20.37 32.60
O 25.69 21.12 31.71
C 26.12 22.40 32.26
H 23.36 20.48 26.04
H 21.89 21.45 26.53
H 21.72 19.77 26.26
H 20.99 19.18 28.31
H 20.99 20.63 29.11
H 22.79 18.20 29.73
H 21.40 18.78 30.76
H 23.59 20.62 30.33
H 24.70 18.48 31.54
H 23.30 18.87 32.58
H 25.40 19.82 33.34
H 24.16 20.97 33.21
H 26.92 22.84 31.66
H 26.56 22.35 33.25
H 25.32 23.13 32.32
C 21.07 14.99 21.66
O 20.56 14.77 22.99
C 21.26 13.77 23.72
C 20.66 13.47 25.13
N 19.51 12.56 25.11
C 18.98 12.39 26.46
C 17.72 11.54 26.23
O 17.94 10.14 25.96
C 16.78 9.39 25.47
H 20.50 15.83 21.28
H 21.05 14.09 21.05
H 22.06 15.42 21.49
H 22.26 14.21 23.80
H 21.34 12.85 23.13
H 20.57 14.38 25.71
H 21.48 12.98 25.66
H 19.87 11.70 24.71
H 18.74 13.34 26.92
H 19.57 11.83 27.19
H 17.12 11.98 25.44
H 17.03 11.52 27.08
H 17.10 8.38 25.20
H 16.31 9.85 24.61
H 16.03 9.31 26.25
C 15.39 17.80 20.09
O 15.71 17.89 18.69
C 14.55 18.09 17.86
C 14.84 18.06 16.37
N 15.35 16.74 15.93
C 15.47 16.59 14.47
C 14.17 16.14 13.76
O 14.52 15.38 12.58
C 13.34 15.08 11.89
H 14.63 17.07 20.36
H 15.08 18.76 20.52
H 16.31 17.41 20.53
H 14.12 19.06 18.10
H 13.76 17.37 18.08
H 15.57 18.81 16.06
H 13.96 18.31 15.77
H 16.23 16.75 16.42
H 16.22 15.85 14.21
H 15.84 17.52 14.03
H 13.54 17.01 13.57
H 13.56 15.49 14.40
H 13.53 14.33 11.11
H 13.08 15.95 11.29
H 12.50 14.79 12.51
```

Values from the calculation:
HOMO-LUMO gap: 8.51 eV
DFT total energy: -104384.4322 eV
largest force on an atom: 0.0798 Eh/bohr
ΔE to the lowest compared entry with this formula, charge and spin: 16.1 kcal per mole